Entry 1:
The following is a quantum chemistry calculation of a structure of composition C40H52Cl2NO8P2S4Zr in a non-equilibrium geometry, from the OMol25 dataset.

Geometry as ORCA input:
```
! RIJCOSX wB97M-V def2-TZVPD def2/J DEFGRID3
* xyz 1 1
Zr 0.12 0.94 -0.15
S -1.57 3.13 -1.05
C -2.62 2.45 -2.28
C -3.08 3.28 -3.31
C -3.88 2.78 -4.32
C -4.24 1.44 -4.35
C -3.81 0.61 -3.33
C -2.99 1.10 -2.31
S -2.52 0.07 -0.96
C -1.75 -1.30 -1.85
C -0.88 -2.09 -0.87
C -0.66 -3.34 -1.31
C 1.42 -3.60 -0.03
C 0.98 -3.01 1.24
C 0.12 -1.96 1.30
C -0.17 -1.39 2.66
S 0.97 0.00 2.94
C -0.02 1.07 3.92
C 0.36 1.35 5.23
C -0.39 2.23 5.99
C -1.53 2.80 5.45
C -1.90 2.52 4.14
C -1.14 1.66 3.34
S -1.71 1.35 1.71
N -0.50 -1.35 0.23
H -2.80 4.32 -3.30
H -4.22 3.45 -5.11
H -4.87 1.05 -5.14
H -4.12 -0.43 -3.31
H -1.14 -0.89 -2.65
H -2.51 -1.97 -2.27
H -1.01 -3.72 -2.25
H 2.13 -4.41 0.15
H 1.33 -3.45 2.16
H -0.04 -2.15 3.42
H -1.18 -0.99 2.67
H 1.24 0.88 5.65
H -0.10 2.46 7.01
H -2.13 3.48 6.04
H -2.78 2.98 3.72
C 4.28 0.18 -3.72
C 3.80 1.01 -2.55
C 4.33 2.42 -2.53
O 4.31 0.32 -1.33
P 3.60 -0.06 -0.01
O 2.21 0.46 0.25
C 3.61 -1.86 -0.04
P 2.32 -2.46 -1.17
O 1.60 -1.32 -1.76
O 2.96 -3.41 -2.25
C 3.92 -4.48 -1.96
C 5.24 -4.09 -2.57
C 3.34 -5.76 -2.53
O 0.26 -4.28 -0.72
C -0.43 -5.36 0.13
C 0.62 -6.35 0.57
C -1.50 -5.99 -0.72
O 4.50 0.39 1.17
C 5.96 0.55 1.27
C 6.67 -0.69 0.79
C 6.38 1.82 0.57
H 3.95 0.65 -4.65
H 3.85 -0.82 -3.68
H 5.37 0.11 -3.73
H 2.72 0.97 -2.48
H 5.43 2.42 -2.54
H 3.97 2.97 -1.67
H 3.98 2.94 -3.43
H 3.45 -2.21 0.98
H 4.59 -2.19 -0.38
H 4.01 -4.57 -0.87
H 5.11 -3.90 -3.64
H 5.96 -4.90 -2.45
H 5.66 -3.20 -2.12
H 3.17 -5.65 -3.60
H 2.39 -6.00 -2.05
H 4.03 -6.59 -2.37
H -0.84 -4.80 0.96
H 1.13 -6.80 -0.29
H 0.12 -7.15 1.10
H 1.36 -5.93 1.25
H -1.08 -6.42 -1.64
H -2.29 -5.30 -0.98
H -1.93 -6.80 -0.14
H 6.09 0.67 2.35
H 6.62 -0.79 -0.29
H 6.28 -1.59 1.27
H 7.73 -0.61 1.06
H 6.27 1.74 -0.51
H 7.43 2.01 0.80
H 5.79 2.67 0.92
O 1.23 2.42 -1.28
C 0.48 2.15 -2.29
O -0.03 0.96 -2.26
C 0.48 2.91 -3.54
C -0.11 2.36 -4.67
C -0.09 3.07 -5.86
C 0.52 4.31 -5.92
C 1.11 4.86 -4.79
C 1.09 4.16 -3.60
H -0.60 1.40 -4.60
H -0.56 2.65 -6.75
H 0.53 4.86 -6.85
H 1.58 5.83 -4.84
H 1.54 4.57 -2.70
Cl 1.29 3.12 1.54
C 0.61 4.72 1.09
Cl -0.83 5.14 1.98
H 0.39 4.66 0.02
H 1.40 5.42 1.31
*
```

Gap between HOMO and LUMO (eV): 6.68
HOMO energy (eV): -8.739
Molecular weight (g mol⁻¹): 1027.20
Energy above the lowest of the compared OMol25 structures with the same formula, charge and spin (eV): 5.713

***

Entry 2:
The following is a quantum chemistry calculation of the ion C4H8NO2 with charge +1 in a non-equilibrium geometry, from the OMol25 dataset.

Geometry as ORCA input:
```
! RIJCOSX wB97M-V def2-TZVPD def2/J DEFGRID3
* xyz 1 1
N 0.88 -0.11 1.63
C 0.80 -0.46 0.19
O 0.53 -1.81 -0.05
C -0.30 0.37 -0.40
O -0.86 1.20 0.64
C -0.29 0.96 -1.79
C -1.08 -0.05 -1.52
H -0.12 0.36 1.64
H 1.67 0.50 1.88
H 1.05 -1.00 2.13
H 1.72 -0.26 -0.25
H -0.42 -2.05 -0.30
H -1.81 1.39 0.48
H 0.21 1.65 -2.35
H -1.97 -0.68 -1.95
*
```

Gap between HOMO and LUMO (eV): 11.51
HOMO energy (eV): -14.741
Molecular weight (g mol⁻¹): 102.11
Energy above the lowest of the compared OMol25 structures with the same formula, charge and spin (eV): 3.522
SMILES: [NH3+][C@@H](O)C1(O)C=C1

***

Entry 3:
The following is a quantum chemistry calculation of a structure of composition C6H10OS in a non-equilibrium geometry, from the OMol25 dataset.

Geometry as ORCA input:
```
! RIJCOSX wB97M-V def2-TZVPD def2/J DEFGRID3
* xyz 0 1
C -1.69 -1.12 -0.58
C -0.62 -0.06 -0.42
C -0.65 0.93 0.79
C 0.85 1.63 0.77
C 1.29 0.88 -0.42
C 0.78 -0.58 -0.28
H -2.96 -1.08 -0.16
H -1.61 -1.54 -1.67
H -0.99 -2.20 -0.01
H -0.88 0.17 1.55
H -1.61 1.72 0.58
H 1.41 1.26 1.64
H 0.93 2.75 0.72
H 2.37 0.87 -0.85
H 1.22 -1.00 -1.21
H 0.82 -2.38 0.50
O 1.22 -1.45 0.66
S 0.10 1.21 -1.58
*
```

Gap between HOMO and LUMO (eV): 8.89
HOMO energy (eV): -8.442
Molecular weight (g mol⁻¹): 130.21
Energy above the lowest of the compared OMol25 structures with the same formula, charge and spin (eV): 4.926

***

Entry 4:
The following is a quantum chemistry calculation of a cluster of 10 separate species, C58H89N5O12S in total in a non-equilibrium geometry, from the OMol25 dataset.

Geometry as ORCA input:
```
! RIJCOSX wB97M-V def2-TZVPD def2/J DEFGRID3
* xyz 0 1
O -1.34 -12.36 2.92
N -1.44 -13.60 2.78
O -1.29 -14.16 1.65
C -1.81 -14.42 3.95
C -2.31 -13.81 5.14
C -2.74 -14.56 6.27
C -2.67 -15.89 6.18
C -2.20 -16.54 5.05
C -1.80 -15.83 3.91
H -2.39 -12.74 5.24
H -3.20 -14.20 7.17
H -3.11 -16.53 6.94
H -2.14 -17.62 4.97
H -1.44 -16.38 3.05
O 8.90 -8.54 1.08
N 8.94 -9.24 0.05
O 9.92 -9.99 -0.12
C 7.83 -9.14 -0.95
C 6.53 -8.78 -0.53
C 5.51 -8.56 -1.45
C 5.84 -8.69 -2.83
C 7.10 -9.10 -3.23
C 8.10 -9.33 -2.31
H 6.30 -8.58 0.51
H 4.54 -8.23 -1.11
H 4.98 -8.58 -3.49
H 7.29 -9.30 -4.27
H 9.07 -9.59 -2.70
O -1.13 -0.85 -10.06
N -2.26 -0.81 -10.52
O -3.25 -1.09 -9.84
C -2.45 -0.25 -11.87
C -3.62 -0.50 -12.59
C -3.81 -0.05 -13.92
C -2.73 0.61 -14.54
C -1.65 0.97 -13.73
C -1.40 0.53 -12.48
H -4.39 -1.11 -12.13
H -4.71 -0.24 -14.47
H -2.93 0.89 -15.56
H -0.93 1.58 -14.25
H -0.49 0.67 -11.92
O 0.06 8.78 5.81
N 0.62 9.19 4.80
O 0.02 9.53 3.80
C 2.05 9.00 4.63
C 2.80 8.23 5.58
C 4.17 7.98 5.36
C 4.71 8.44 4.18
C 3.97 9.20 3.28
C 2.68 9.49 3.51
H 2.21 7.81 6.37
H 4.82 7.45 6.04
H 5.74 8.30 3.88
H 4.38 9.52 2.33
H 2.13 10.11 2.82
O -8.89 9.44 -1.73
N -8.64 10.17 -2.68
O -9.48 10.88 -3.25
C -7.28 10.20 -3.23
C -6.20 9.69 -2.45
C -4.91 9.74 -2.92
C -4.68 10.36 -4.22
C -5.76 10.85 -4.97
C -7.06 10.74 -4.52
H -6.40 9.27 -1.48
H -4.15 9.24 -2.33
H -3.69 10.43 -4.66
H -5.63 11.32 -5.94
H -7.90 11.11 -5.08
O -11.36 -6.82 -2.71
S -10.59 -6.04 -1.73
O -10.85 -6.12 -0.28
C -8.84 -6.25 -2.07
C -8.31 -4.88 -2.50
C -9.44 -4.15 -3.20
C -10.65 -4.27 -2.25
H -8.77 -6.93 -2.92
H -8.40 -6.73 -1.20
H -8.10 -4.29 -1.61
H -7.42 -5.00 -3.11
H -9.66 -4.54 -4.19
H -9.12 -3.12 -3.39
H -11.64 -4.02 -2.65
H -10.55 -3.72 -1.31
C -7.82 1.39 2.66
C -8.05 1.00 4.14
C -6.76 0.33 4.74
C -6.75 0.15 6.29
C -5.33 -0.10 6.75
C -5.32 -0.33 8.22
H -8.75 1.77 2.26
H -7.46 0.61 1.99
H -7.09 2.19 2.52
H -8.46 1.83 4.70
H -8.83 0.23 4.09
H -5.98 1.07 4.54
H -6.55 -0.62 4.25
H -7.19 1.00 6.82
H -7.40 -0.63 6.68
H -4.94 -0.96 6.20
H -4.77 0.83 6.63
H -4.33 -0.57 8.62
H -5.62 0.54 8.80
H -6.06 -1.07 8.52
C 7.13 -4.63 13.01
C 6.75 -3.66 11.84
C 7.66 -3.62 10.61
C 7.04 -2.89 9.38
C 5.65 -3.40 8.81
C 5.35 -2.76 7.46
H 6.68 -4.32 13.95
H 8.21 -4.57 13.17
H 6.88 -5.64 12.71
H 5.74 -3.90 11.50
H 6.68 -2.66 12.26
H 7.84 -4.63 10.26
H 8.64 -3.19 10.80
H 7.00 -1.85 9.71
H 7.76 -2.97 8.57
H 5.65 -4.47 8.61
H 4.91 -3.23 9.59
H 4.36 -2.88 7.02
H 5.57 -1.70 7.61
H 5.95 -3.07 6.60
C -0.39 2.24 0.66
C 0.51 2.24 -0.56
C 0.10 1.22 -1.64
C 0.34 -0.26 -1.20
C -0.90 -1.03 -0.75
C -0.75 -2.52 -0.26
H -0.63 1.22 0.96
H -1.29 2.86 0.63
H 0.19 2.53 1.53
H 0.57 3.20 -1.07
H 1.57 2.07 -0.36
H 0.76 1.26 -2.50
H -0.96 1.22 -1.88
H 0.81 -0.82 -2.01
H 1.15 -0.31 -0.48
H -1.41 -0.45 0.03
H -1.54 -1.08 -1.63
H 0.05 -2.61 0.48
H -1.66 -2.78 0.28
H -0.58 -3.23 -1.06
C 5.36 8.56 -6.98
C 6.83 8.69 -7.47
C 7.41 10.09 -7.20
C 8.94 10.14 -7.53
C 9.66 11.47 -7.12
C 11.21 11.36 -7.39
H 4.74 9.12 -7.68
H 5.23 9.13 -6.07
H 5.08 7.50 -6.89
H 7.43 7.88 -7.04
H 6.99 8.48 -8.53
H 7.29 10.38 -6.15
H 6.87 10.78 -7.84
H 9.37 9.23 -7.12
H 9.09 10.07 -8.60
H 9.27 12.27 -7.76
H 9.43 11.77 -6.10
H 11.68 10.81 -6.57
H 11.43 10.69 -8.22
H 11.59 12.37 -7.56
*
```

Gap between HOMO and LUMO (eV): 9.17
HOMO energy (eV): -10.011
Molecular weight (g mol⁻¹): 1080.44
Energy above the lowest of the compared OMol25 structures with the same formula, charge and spin (eV): 3.616
SMILES: O=[N+]([O-])c1ccccc1.O=[N+]([O-])c1ccccc1.O=[N+]([O-])c1ccccc1.O=[N+]([O-])c1ccccc1.O=[N+]([O-])c1ccccc1.O=S1(=O)CCCC1.CCCCCC.CCCCCC.CCCCCC.CCCCCC

***

Entry 5:
The following is a quantum chemistry calculation of a structure of composition C19H14Co2NO6S in a non-equilibrium geometry, from the OMol25 dataset.

Geometry as ORCA input:
```
! RIJCOSX wB97M-V def2-TZVPD def2/J DEFGRID3
* xyz -1 1
C 2.30 4.50 0.04
S 2.18 2.67 -0.08
C 3.80 2.36 0.64
C 0.96 2.10 1.14
C -0.18 2.91 0.95
N -1.00 3.73 0.75
H 1.36 4.96 -0.24
H 2.59 4.80 1.06
H 3.08 4.79 -0.67
H 3.98 1.30 0.79
H 4.50 2.75 -0.11
H 3.91 2.92 1.58
H 1.35 2.13 2.16
O -0.58 1.82 -1.99
C -0.12 1.13 -1.17
Co 0.54 -0.10 -0.10
C 1.59 -1.01 -1.13
O 2.31 -1.73 -1.67
C 1.81 -0.23 1.09
O 2.64 -0.45 1.88
C -0.88 -1.39 0.08
C -1.57 -1.95 -1.10
C -2.24 -1.10 -1.99
C -2.73 -1.59 -3.20
C -2.62 -2.95 -3.51
C -2.03 -3.82 -2.58
C -1.55 -3.33 -1.37
C -0.47 -1.98 1.33
C 0.39 -2.91 1.78
Co -1.30 -0.47 1.55
C -2.23 0.88 0.87
O -2.95 1.68 0.42
C -0.33 -0.14 2.98
O 0.27 -0.06 3.96
C -2.74 -0.97 2.39
O -3.68 -1.36 2.95
H -2.39 -0.06 -1.72
H -3.22 -0.91 -3.90
H -3.03 -3.35 -4.43
H -1.97 -4.90 -2.77
H -1.14 -3.99 -0.61
H 0.49 -3.07 2.86
H 0.91 -3.58 1.10
*
```

Gap between HOMO and LUMO (eV): 4.62
HOMO energy (eV): -2.562
Molecular weight (g mol⁻¹): 502.25
Energy above the lowest of the compared OMol25 structures with the same formula, charge and spin (eV): 1.439

***

Entry 6:
The following is a quantum chemistry calculation of a structure of composition C28H32N3O6Os, from the OMol25 dataset.

Geometry as ORCA input:
```
! RIJCOSX wB97M-V def2-TZVPD def2/J DEFGRID3
* xyz 1 1
Os -0.13 0.27 0.07
O 3.62 -1.63 -1.12
C 4.34 -0.49 -1.15
C 5.71 -0.63 -1.39
C 6.54 0.47 -1.42
C 6.03 1.75 -1.21
C 4.68 1.91 -0.98
C 3.81 0.80 -0.95
C 2.40 1.05 -0.68
O 1.56 -0.02 -0.76
N 1.94 2.21 -0.37
N 0.57 2.13 -0.16
C -0.13 3.19 -0.38
C -1.56 3.17 -0.49
C -2.25 4.40 -0.47
C -3.61 4.45 -0.63
C -4.32 3.27 -0.84
C -3.67 2.05 -0.88
C -2.29 1.99 -0.70
O -1.75 0.74 -0.76
H 2.69 -1.43 -0.95
H 6.09 -1.63 -1.54
H 7.59 0.33 -1.61
H 6.68 2.61 -1.24
H 4.26 2.89 -0.82
H 0.42 4.11 -0.56
H -1.67 5.31 -0.33
H -4.12 5.40 -0.61
H -5.39 3.30 -0.98
H -4.21 1.13 -1.05
N 0.01 -5.16 0.21
C -0.95 -4.12 -0.11
C -0.27 -2.78 0.00
O 1.02 -2.80 0.15
O -0.90 -1.72 -0.07
H 0.04 -5.91 -0.48
H -0.15 -5.57 1.12
H 1.24 -3.77 0.22
H -1.82 -4.10 0.54
H -1.32 -4.21 -1.14
C -2.58 1.45 2.59
C -3.00 0.01 2.27
C -4.34 -0.21 2.97
C -1.98 -1.08 2.64
C -2.43 -2.33 3.05
C -1.55 -3.33 3.44
C -0.20 -3.07 3.49
C 0.33 -1.85 3.07
C 1.83 -1.68 3.27
C 2.56 -0.56 2.53
C 2.09 -1.52 4.78
C -0.59 -0.92 2.57
O -0.10 0.22 1.93
H -3.43 2.11 2.42
H -1.76 1.84 1.99
H -2.29 1.54 3.64
H -3.18 -0.07 1.19
H -4.22 -0.18 4.06
H -4.83 -1.15 2.71
H -5.03 0.59 2.69
H -3.49 -2.54 3.08
H -1.94 -4.29 3.76
H 0.48 -3.83 3.85
H 2.28 -2.62 2.94
H 2.15 0.42 2.76
H 2.53 -0.71 1.45
H 3.61 -0.57 2.82
H 1.66 -0.59 5.14
H 3.17 -1.50 4.97
H 1.66 -2.34 5.35
*
```

Gap between HOMO and LUMO (eV): 7.31
HOMO energy (eV): -10.924
Molecular weight (g mol⁻¹): 696.81